# 1
9
Properties=species:S:1:pos:R:3:forces:R:3:mulliken_charge:R:1 method="wB97M-V/def2-TZVPD" smiles="C#CCC=O" charge=0 gap_ev=10.92 e_lumo_ev=0.95 de_lowest_kcal_mol=34.9
C -0.1353 0.7570 0.0575 0.076 0.085 0.013 -0.467
H -1.1303 1.2071 0.1740 0.131 -0.084 -0.012 0.252
H -0.7404 -0.3925 -1.7521 0.127 0.037 0.011 0.322
C -0.0019 -0.4060 0.9360 0.047 -0.463 0.276 -0.483
H 0.6217 1.5130 0.2854 -0.091 -0.105 -0.023 0.254
O 0.9332 0.6853 -2.1003 -0.478 -0.157 0.353 -0.444
H 0.2785 -2.2773 2.1918 -0.045 0.156 -0.087 0.387
C 0.0340 0.3146 -1.3898 0.285 0.145 -0.279 0.037
C 0.1405 -1.4011 1.5974 -0.052 0.386 -0.252 0.142



# 2
52
Properties=species:S:1:pos:R:3:forces:R:3:mulliken_charge:R:1 method="wB97M-V/def2-TZVPD" charge=+1 gap_ev=6.98 e_lumo_ev=-5.27
H -3.1542 -0.6681 -6.8649 -0.030 0.107 0.242 0.302
C -1.1071 -7.1384 0.6537 -0.183 0.220 -0.186 -0.678
H -1.5781 -1.0199 1.2529 -0.260 -0.193 -0.048 0.149
O -1.2211 -3.8087 0.1521 -1.074 1.482 -0.247 -0.515
H -3.0221 -1.9818 1.7445 0.171 0.107 -0.159 0.303
N -1.2548 -8.4615 1.3179 -0.223 -1.086 0.482 0.825
H 8.0449 0.7771 1.7782 -0.149 0.113 -0.181 0.289
H 7.3013 -0.4730 0.7238 -0.123 0.275 0.135 0.311
C -1.9740 -2.0201 1.4408 0.158 -0.051 0.397 -0.597
O -0.2831 -8.8736 1.9623 -1.468 0.499 -0.894 -0.503
N 5.9636 0.9126 1.5888 -0.802 -0.019 0.389 0.745
O -2.9142 2.2123 -1.3917 1.185 -1.328 1.084 -0.517
H -2.5141 4.7043 2.7242 0.124 -0.055 -0.172 0.278
S 1.5894 2.4857 0.5646 -1.462 1.546 -2.109 0.051
O 5.1297 0.0016 1.6498 0.892 1.511 -0.033 -0.438
N 0.6052 1.7875 3.4529 0.520 2.485 -1.663 -0.560
S 3.2071 2.0954 -0.7577 -0.491 0.150 -0.273 -0.085
C -2.3592 4.7662 1.6451 -0.369 0.012 -0.028 -0.544
H -3.2297 5.2077 1.1551 0.319 -0.051 0.087 0.314
O 5.7942 2.0783 1.9651 -0.133 -1.563 -0.539 -0.449
O -2.0102 0.9923 0.2046 -0.170 0.766 -1.122 -0.462
O -2.5372 -2.3170 -0.7945 0.979 -0.704 1.167 -0.535
H -3.3746 0.5558 -5.5588 -0.003 -0.237 -0.111 0.290
H -0.9083 -6.3992 1.4324 0.101 -0.184 -0.173 0.256
N -2.1586 -1.0774 -5.0684 -0.028 -0.892 0.687 0.795
P 2.1763 2.1776 2.6264 1.658 0.090 4.226 0.518
C 7.2936 0.5808 1.0106 0.211 -0.306 -0.114 -0.703
H -0.2804 0.7761 -1.7333 -0.191 -0.136 0.061 0.080
O -2.9965 -1.8073 -4.5258 1.525 1.158 -0.723 -0.470
H -1.5565 1.0099 -2.9758 0.009 -0.019 0.342 0.256
N -1.1792 5.6412 1.4103 -0.357 1.536 -0.957 0.815
H 2.5542 1.6585 -1.9491 0.096 0.499 1.753 0.230
H 0.4378 2.5282 4.1878 0.186 -0.938 -0.902 0.338
O -2.3339 -9.0484 1.1767 1.632 0.700 0.329 -0.495
H -0.2724 -7.2124 -0.0463 -0.078 0.042 0.245 0.285
H 2.2701 4.4549 3.0334 0.718 -1.029 0.757 0.358
H -1.5904 -0.4481 -1.9268 0.098 0.094 0.081 0.243
C -2.6671 -0.1009 -6.0691 0.117 0.239 -0.255 -0.723
H -0.1803 1.8855 2.7626 0.602 -0.300 0.956 0.249
H -2.0336 -6.9027 0.1258 0.219 -0.162 0.176 0.309
O -1.3580 6.6650 0.7404 0.794 -2.006 1.401 -0.452
H -2.1330 3.7864 1.2193 -0.026 0.094 0.127 0.121
H 7.4418 1.2191 0.1371 0.022 0.006 0.266 0.272
H 1.2147 3.8607 0.5030 0.621 -1.199 -0.210 0.324
N -1.9042 -2.7781 0.1625 0.184 -0.722 -0.751 0.878
O 2.7904 3.6511 3.3398 -2.543 -1.099 -2.438 -0.467
O -0.9408 -1.0865 -4.8545 -1.445 -0.064 0.029 -0.486
O -0.1065 5.2755 1.9051 -0.395 0.170 -0.564 -0.538
H -1.3734 -2.5377 2.1918 -0.152 0.009 -0.285 0.320
C -1.3300 0.6107 -1.9849 -0.056 -0.072 -0.394 -0.472
N -2.1525 1.3313 -0.9761 -0.782 0.735 -0.046 0.883
H -1.8249 0.4716 -6.4636 -0.148 -0.234 0.158 0.304



# 3
26
Properties=species:S:1:pos:R:3:forces:R:3:mulliken_charge:R:1 method="wB97M-V/def2-TZVPD" smiles=CCc1ccccc1.CC charge=0 gap_ev=9.98 e_lumo_ev=0.99 de_lowest_kcal_mol=36.1
C -0.9445 -1.6027 0.1403 -0.211 0.608 1.244 -0.791
H -0.8097 1.3221 1.9960 0.714 -0.482 0.145 0.345
C -0.3818 -0.6331 1.0570 1.317 -0.610 -1.881 0.550
H 0.6507 -0.3430 3.5476 -0.659 0.852 0.402 0.390
H 0.5719 1.6853 -1.5552 -0.239 0.390 -0.585 0.100
C -1.1036 0.4864 1.3697 -2.309 -0.200 0.378 -0.221
H 2.2432 1.8330 -1.8356 -0.249 1.361 -0.351 0.205
H -3.0026 1.3490 1.5715 -0.503 0.106 -0.810 0.324
H -0.5257 -2.5338 -0.2504 0.665 0.475 0.630 0.344
C -2.4942 0.5725 1.0066 2.417 0.871 0.819 -0.490
H 1.0628 2.5962 -3.0810 0.138 0.263 0.269 0.327
C 1.3980 -0.1184 2.8139 2.822 -1.023 -0.397 -1.413
H 0.7828 -0.3592 -2.8855 -0.518 0.048 0.377 0.251
H 1.7640 0.8986 2.6337 -0.931 0.130 0.400 0.328
H 0.9793 -1.9041 1.8512 0.317 -0.359 -0.095 0.303
H 2.3207 -0.6078 3.2668 -0.868 0.392 -0.635 0.382
H -2.7828 -2.0171 -0.9472 0.721 -0.584 0.047 0.297
C -2.9909 -0.2747 0.0697 -0.861 0.709 1.130 -0.528
H 1.7868 -0.8729 0.7423 0.094 0.489 -0.175 0.387
C 1.4960 0.4256 -3.0951 -0.737 0.537 -0.655 -0.867
C 1.0423 -0.8646 1.5306 -0.998 -0.842 0.975 -0.225
C 1.2874 1.8020 -2.3835 0.787 -2.434 1.275 -0.597
C -2.2274 -1.3998 -0.2421 -1.991 0.394 -2.141 -0.345
H -3.9916 -0.0182 -0.2966 0.289 -0.902 -0.082 0.367
H 1.4144 0.5814 -4.1686 0.323 -0.172 -0.181 0.295
H 2.4545 -0.0029 -2.8560 0.470 -0.017 -0.104 0.284



# 4
16
Properties=species:S:1:pos:R:3:forces:R:3:mulliken_charge:R:1 method="wB97M-V/def2-TZVPD" smiles=O[C@@H]1[C@H]2COCO[C@H]12 charge=0 gap_ev=10.49 e_lumo_ev=0.86 de_lowest_kcal_mol=101.6
H 1.9637 -0.7686 0.9447 0.187 -0.116 0.065 0.404
H 0.9662 2.2651 -0.3715 -0.013 0.381 0.163 0.312
C 1.7562 -0.8306 -0.1358 -0.248 -1.176 1.184 -0.312
C -1.8155 -0.0635 0.3096 -0.271 1.173 -0.291 -0.164
O 1.7294 0.4397 -0.6355 -0.529 0.994 0.180 -0.425
H 2.4937 -1.4717 -0.6144 0.124 0.427 -0.269 0.272
O 0.5379 -1.5853 -0.2476 -2.086 1.043 -0.394 -0.449
H 0.9899 1.3137 1.1921 -0.357 0.005 -1.236 0.295
H -0.1348 -0.6156 1.4181 -0.453 0.068 -0.962 0.267
C 0.7604 1.3058 0.0813 0.826 0.263 -0.196 -0.503
C -0.5697 0.7000 -0.2800 0.312 -2.030 0.302 -0.087
H -2.5868 -0.4285 -1.4389 -0.242 0.126 0.654 0.343
H -0.5612 0.3916 -1.3344 -0.131 0.834 -0.073 0.208
O -2.9105 -0.2312 -0.5368 0.867 -0.394 -0.206 -0.553
C -0.4583 -0.6783 0.3362 1.881 -1.051 1.855 0.066
H -2.1608 0.2573 1.3127 0.133 -0.547 -0.775 0.325